Entry 1:
{"formula": "C18H21ClN4O3", "method": "ωB97M-V/def2-TZVPD", "symbols": ["Cl", "O", "O", "O", "N", "N", "N", "N", "C", "C", "C", "C", "C", "C", "C", "C", "C", "C", "C", "C", "C", "C", "C", "C", "C", "C", "H", "H", "H", "H", "H", "H", "H", "H", "H", "H", "H", "H", "H", "H", "H", "H", "H", "H", "H", "H", "H"], "xyz": [[6.405507, 2.146494, 0.084665], [-2.837155, 2.495407, -1.654585], [-0.699277, -0.264703, 1.349655], [2.354233, -0.247314, -1.883490], [1.905265, -0.457449, 0.318683], [0.691976, -2.383328, -2.673184], [-1.016903, 2.182373, -0.371899], [-2.771608, -0.149290, 0.475002], [0.862279, -2.023239, -1.375341], [3.187578, 2.225960, 2.512890], [-0.537952, 3.562897, -0.403983], [-0.641977, -3.829371, -0.707773], [-1.916612, -0.344189, 1.475029], [-2.413423, 0.231117, -0.893759], [-0.777549, -4.158463, -2.052235], [0.192227, -2.762055, -0.374229], [-0.089190, -3.417366, -3.011245], [4.855343, 1.798162, 0.809255], [-2.513655, -0.690821, 2.816947], [-2.104562, 1.741980, -1.017367], [4.428102, 2.508047, 1.933498], [-3.537201, -0.249948, -1.823342], [1.761563, -0.869417, -1.006677], [4.032256, 0.807956, 0.266253], [2.772739, 0.523753, 0.820270], [2.370143, 1.233049, 1.959171], [-1.340122, 4.240996, -0.106190], [1.407586, 1.023043, 2.413978], [-3.755391, -0.221846, 0.677832], [1.113399, -0.689416, 0.916749], [-1.504634, -0.301024, -1.179467], [-0.193484, -3.679723, -4.059832], [-4.476515, 0.241645, -1.564161], [-1.160289, -4.398441, 0.060023], [4.389163, 0.266480, -0.603731], [-1.404829, -4.986026, -2.365606], [-1.711757, -0.873040, 3.531120], [-3.285629, -0.002315, -2.855822], [-3.125643, 0.140048, 3.163652], [2.861083, 2.779400, 3.388917], [-0.223644, 3.819889, -1.417863], [5.069715, 3.277105, 2.352470], [-0.476191, 1.503388, 0.147735], [0.325757, -2.518055, 0.672849], [0.310588, 3.683631, 0.271164], [-3.654089, -1.331089, -1.738775], [-3.127217, -1.584895, 2.722744]], "forces_ev_per_a": [[-0.37, -0.12, 0.17], [0.29, -0.54, 0.19], [0.27, 0.21, -0.28], [-0.43, -1.00, 0.50], [-1.02, -1.49, -0.24], [0.46, 0.65, 0.27], [0.82, -0.35, 0.61], [-0.29, 0.25, -0.46], [-1.52, -1.96, 0.25], [0.24, -0.53, -0.69], [-0.41, -0.17, -0.28], [0.31, 0.30, -0.47], [0.29, -0.27, 0.80], [-0.01, -0.35, -0.27], [-0.10, -0.10, 0.10], [0.22, 0.17, -0.07], [0.25, 0.57, 1.25], [-1.04, -0.28, 0.47], [0.00, -0.02, -0.10], [-1.05, 0.80, -0.49], [0.15, 0.16, 0.05], [0.39, 0.50, 0.12], [1.49, 2.23, -1.24], [0.29, -0.08, -0.38], [0.48, 0.65, 0.07], [0.18, 0.39, 0.18], [0.08, -0.01, -0.05], [0.02, -0.05, -0.09], [-0.02, 0.06, -0.01], [0.40, 0.20, -0.06], [0.12, -0.09, 0.25], [0.21, 0.26, 0.03], [0.01, 0.02, -0.12], [0.12, 0.13, -0.10], [-0.21, 0.07, 0.11], [0.03, 0.05, 0.06], [-0.08, 0.04, -0.13], [-0.13, 0.02, 0.12], [-0.12, -0.04, 0.09], [0.05, -0.11, -0.15], [-0.02, 0.07, 0.08], [-0.10, -0.09, -0.05], [-0.02, 0.01, -0.08], [0.00, 0.00, -0.09], [-0.14, -0.20, -0.05], [0.06, 0.03, 0.06], [-0.14, -0.01, 0.12]], "lowdin_charge": [0.655, 0.054, -0.008, 0.071, 0.122, 0.130, 0.033, 0.121, -0.177, -0.078, -0.047, -0.060, -0.519, -0.246, -0.069, -0.024, -0.124, -0.650, 0.015, -0.449, -0.123, -0.034, -0.373, -0.034, -0.219, -0.032, 0.085, 0.101, 0.150, 0.081, 0.137, 0.107, 0.084, 0.108, 0.109, 0.101, 0.088, 0.091, 0.089, 0.104, 0.090, 0.099, 0.102, 0.100, 0.081, 0.079, 0.085], "homo_lumo_gap_ev": 8.47, "e_above_lowest_ev": 0.6401, "max_force_ev_per_a": 2.952, "smiles": "O=C(Nc1cccc(Cl)c1)c1ccccn1.CNC(=O)[C@H](C)NC(C)=O", "total_energy_ev": -43633.7751, "homo_energy_ev": -8.47}

Entry 2:
{"formula": "C18H21F2N2", "method": "ωB97M-V/def2-TZVPD", "symbols": ["F", "F", "N", "N", "C", "C", "C", "C", "C", "C", "C", "C", "C", "C", "C", "C", "C", "C", "C", "C", "C", "C", "H", "H", "H", "H", "H", "H", "H", "H", "H", "H", "H", "H", "H", "H", "H", "H", "H", "H", "H", "H", "H"], "xyz": [[3.126138, 3.946063, 0.839584], [2.997302, -3.090361, -2.583182], [-1.477857, -1.019125, -0.242709], [-2.167470, -0.265416, -1.281465], [0.848464, 1.971911, 3.665082], [2.169596, 3.893615, 3.015052], [0.971664, -0.332379, -3.825777], [1.634713, -1.561431, -1.406033], [0.545553, -0.722037, 1.063373], [1.790680, 2.074740, 1.410735], [2.351397, 3.296447, 1.769991], [-0.157630, -0.309509, -0.181345], [2.166419, -2.000665, -2.617174], [0.351036, 0.084396, -2.643710], [1.075019, 1.363183, 2.407847], [0.652246, -0.010812, 2.225666], [1.864469, -1.410536, -3.835446], [-3.628838, -0.208556, -1.235633], [-1.331395, -2.469732, -0.608147], [1.393608, 3.210496, 3.959115], [0.620941, -0.600373, -1.453842], [-2.245998, -0.875314, 1.043640], [0.771387, 0.203997, -4.748436], [-1.636638, -3.094794, 0.224847], [1.971652, -2.002992, -0.466608], [-2.708053, 0.111138, 1.047825], [0.438771, -0.571607, 3.151205], [0.780891, -1.792243, 1.066914], [-1.965637, -2.708425, -1.460890], [2.295831, -1.805811, -4.751658], [1.930518, 1.642328, 0.415158], [-0.313389, 0.956425, -2.622074], [-1.566692, -0.956123, 1.892956], [-3.963949, 0.688131, -1.773095], [-2.956324, -1.702060, 1.087247], [-4.019153, -0.130970, -0.216288], [-0.450616, 0.755796, -0.135937], [-4.051535, -1.092992, -1.728747], [2.623959, 4.852942, 3.233513], [0.230583, 1.439076, 4.395705], [1.210007, 3.658108, 4.929555], [-0.314688, -2.767001, -0.857127], [-1.856983, -0.647527, -2.169691]], "forces_ev_per_a": [[-0.75, -0.53, 0.79], [-0.56, 1.09, -0.09], [-1.10, -0.41, -0.28], [-0.49, 0.57, 0.00], [0.08, -0.39, -0.44], [-0.19, -0.59, -0.15], [0.21, 0.08, 0.12], [-0.15, -0.24, -0.68], [-0.19, -0.14, 0.88], [-0.19, -0.29, 0.67], [0.27, 0.34, -0.69], [2.28, 1.79, 0.02], [0.51, -0.61, 0.31], [0.22, -0.17, -0.14], [-0.53, 1.35, 0.08], [0.00, -1.16, -0.78], [-0.37, 0.03, 0.28], [-0.46, -0.58, -0.29], [-0.20, -0.94, 0.23], [0.01, 0.24, -0.23], [0.41, 0.44, 0.14], [0.15, -0.20, 0.20], [0.01, -0.13, 0.09], [-0.10, 0.07, 0.10], [-0.11, -0.02, -0.48], [0.14, -0.22, 0.20], [1.13, 0.07, -0.23], [-0.79, 0.09, 0.69], [-0.04, 0.19, 0.10], [-0.03, 0.17, 0.19], [0.23, 0.23, 0.41], [0.23, -0.49, -0.16], [-0.12, -0.10, -0.41], [0.30, -0.26, 0.07], [-0.20, 0.46, -0.03], [0.06, -0.02, -0.56], [0.23, -0.51, -0.01], [-0.31, 0.16, 0.23], [-0.01, -0.12, -0.06], [0.38, 0.22, -0.16], [0.07, -0.01, -0.10], [-0.08, 0.46, -0.01], [0.06, 0.08, 0.16]], "lowdin_charge": [0.047, 0.059, -0.253, -0.033, -0.036, 0.017, -0.040, 0.029, -0.081, 0.062, -0.233, -0.238, -0.226, -0.046, -0.214, -0.032, 0.017, -0.060, 0.055, -0.056, -0.201, 0.031, 0.117, 0.107, 0.129, 0.112, 0.132, 0.117, 0.118, 0.131, 0.130, 0.125, 0.093, 0.104, 0.115, 0.073, 0.168, 0.092, 0.127, 0.119, 0.115, 0.095, 0.114], "homo_lumo_gap_ev": 8.13, "e_above_lowest_ev": 1.0432, "max_force_ev_per_a": 2.900, "smiles": "CN[N+](C)(C)[C@@H](/C=C\\c1cccc(F)c1)c1cccc(F)c1", "total_energy_ev": -27412.4979, "homo_energy_ev": -11.49, "charge": 1}

Entry 3:
{"formula": "C18H21N3", "method": "ωB97M-V/def2-TZVPD", "symbols": ["N", "N", "N", "C", "C", "C", "C", "C", "C", "C", "C", "C", "C", "C", "C", "C", "C", "C", "C", "C", "C", "H", "H", "H", "H", "H", "H", "H", "H", "H", "H", "H", "H", "H", "H", "H", "H", "H", "H", "H", "H", "H"], "xyz": [[0.057220, -2.154860, -0.497816], [0.430523, -0.900893, -0.335198], [1.597423, 1.628567, 0.199531], [-0.278168, 4.972926, 1.965167], [-0.473095, -4.922888, -0.569192], [1.287475, 1.211720, -1.147704], [1.370774, 3.210003, 2.010505], [-0.785836, -4.055571, -1.619170], [-0.766015, -6.267624, -0.660061], [0.774214, 4.309967, 2.587183], [-0.117576, 3.381451, 0.154204], [0.119532, 0.214610, -1.205754], [-0.702494, 4.490932, 0.737699], [-1.399090, -4.579649, -2.758343], [-0.492478, -2.639883, -1.543486], [0.757629, -0.520180, 1.019174], [-1.690256, -5.927258, -2.844940], [1.927259, 0.473637, 1.008343], [-0.912037, 6.170833, 2.605112], [-1.375457, -6.776688, -1.797353], [0.932364, 2.706849, 0.779804], [-2.164945, -6.318581, -3.733568], [2.181442, 0.716130, -1.544164], [-0.519724, -6.928766, 0.158672], [-0.501191, 3.048768, -0.797653], [-1.262045, 5.928571, 3.607930], [0.000692, -4.514491, 0.309547], [-1.603596, -7.830275, -1.866239], [1.082275, 2.082974, -1.769549], [-0.001785, -0.140425, -2.229568], [1.015896, -1.427003, 1.566047], [1.138946, 4.670088, 3.538991], [2.158061, 0.770723, 2.028902], [-0.108006, -0.042840, 1.504987], [2.809828, -0.007249, 0.573988], [-0.189070, 6.981768, 2.692725], [2.205286, 2.747704, 2.515359], [-0.813897, 0.699717, -0.883932], [-1.647633, -3.920996, -3.579498], [-1.515880, 4.983240, 0.222695], [-1.756272, 6.523649, 2.017921], [-0.770290, -2.048707, -2.421301]], "forces_ev_per_a": [[-0.29, -0.73, 0.06], [0.45, 0.58, -0.01], [0.30, -0.07, -0.23], [-0.08, 0.03, -0.08], [-0.01, 0.12, -0.09], [-0.20, -0.01, -0.14], [0.01, -0.08, 0.06], [-0.18, -0.78, 0.00], [0.00, -0.06, 0.04], [-0.09, -0.05, -0.09], [0.10, -0.23, -0.12], [0.00, -0.08, -0.21], [0.05, 0.12, 0.20], [0.13, 0.23, 0.18], [0.05, 0.96, -0.18], [0.29, 0.09, 0.19], [-0.05, -0.19, -0.04], [-0.23, -0.28, 0.25], [0.06, -0.01, 0.02], [-0.05, -0.08, -0.08], [-0.12, 0.34, 0.05], [-0.03, -0.02, -0.06], [-0.11, 0.03, -0.04], [0.02, -0.03, 0.06], [-0.01, -0.08, -0.07], [-0.07, 0.06, 0.06], [0.04, 0.00, 0.09], [-0.02, -0.07, -0.01], [0.02, -0.04, 0.00], [-0.01, 0.04, 0.03], [-0.04, 0.06, -0.03], [0.06, 0.03, 0.10], [0.04, -0.02, -0.05], [0.03, -0.04, 0.04], [-0.04, -0.02, 0.09], [-0.03, 0.11, 0.03], [0.08, -0.04, 0.01], [-0.01, -0.04, -0.09], [-0.02, 0.07, -0.07], [-0.07, 0.05, -0.03], [-0.06, 0.07, 0.01], [0.10, 0.07, 0.12]], "lowdin_charge": [0.073, -0.188, -0.108, -0.297, -0.041, -0.151, -0.022, -0.222, -0.090, -0.049, -0.028, -0.123, -0.049, -0.054, -0.118, -0.125, -0.095, -0.144, -0.059, -0.100, -0.233, 0.100, 0.128, 0.100, 0.094, 0.078, 0.102, 0.097, 0.118, 0.109, 0.122, 0.113, 0.106, 0.128, 0.127, 0.080, 0.104, 0.125, 0.105, 0.109, 0.071, 0.107], "homo_lumo_gap_ev": 8.14, "e_above_lowest_ev": 1.9569, "max_force_ev_per_a": 0.979, "smiles": "Cc1ccc(N2CCN(/N=C/c3ccccc3)CC2)cc1", "total_energy_ev": -23476.0361, "homo_energy_ev": -7.35}